Record 1
Density functional theory data (ωB97M-V/def2-TZVPD) for a 2-piece molecular cluster, C5H10O overall.

Summary:
ΔE to the lowest compared entry with this formula, charge and spin = 412.2 kJ/mol
LUMO energy = 0.7630 eV
Kohn-Sham gap = 0.350 hartree

Structure (ORCA input):
```
! RIJCOSX wB97M-V def2-TZVPD def2/J DEFGRID3
* xyz 0 1
O 2.14680 1.32556 0.38603
C 2.76810 0.17651 0.32296
C 0.34133 -1.07986 -0.92463
C -0.50652 -0.35382 0.09849
C -1.95588 -0.11423 -0.21631
C -1.00230 1.04499 -0.18044
H 1.35285 1.34729 0.95596
H 2.24040 -0.51861 1.03227
H 1.37380 -0.72213 -0.98185
H 0.38409 -2.15026 -0.70204
H -0.08475 -0.95595 -1.92526
H -0.29073 -0.58921 1.14214
H -2.31070 -0.45201 -1.18680
H -2.68973 -0.19978 0.57916
H -0.70689 1.50019 -1.12191
H -1.10573 1.74971 0.64283
*
```



Record 2
Density functional theory data (ωB97M-V/def2-TZVPD) for one molecule with the formula C3H5N3.

Summary:
ΔE to the lowest compared entry with this formula, charge and spin = 166.2 kJ/mol
LUMO energy = 0.8425 eV
Kohn-Sham gap = 0.358 hartree

Structure (ORCA input):
```
! RIJCOSX wB97M-V def2-TZVPD def2/J DEFGRID3
* xyz 0 1
N 1.02946 -0.18269 1.76056
C 0.36641 -0.15382 0.68289
C -0.06944 0.93045 -0.29575
N -0.92840 0.16339 -1.24321
C -0.98552 -1.18365 -0.93341
N -0.22503 -1.31580 0.16431
H 1.36997 0.73466 2.03583
H -0.62550 1.71059 0.24681
H 0.79342 1.43492 -0.75039
H -0.68257 0.14052 -2.22552
H -0.03883 -2.22693 0.54589
*
```



Record 3
Density functional theory data (ωB97M-V/def2-TZVPD) for a 10-piece molecular cluster, C39H87O33P3 overall.

Summary:
LUMO energy (spin up / spin down) = -2.0679 / -9.4646 eV
Kohn-Sham gap (spin up / spin down) = 0.360 / 0.089 hartree
<S²> = 0.760

Structure (ORCA input):
```
! RIJCOSX wB97M-V def2-TZVPD def2/J DEFGRID3
* xyz 1 2
C -2.08629 3.75274 7.02567
C -2.49640 4.30318 5.60471
O -1.46850 4.35679 4.66572
P -1.05896 5.80498 3.98644
O -2.10915 6.30667 3.01797
O 0.36061 5.48937 3.26165
C 0.36886 4.80949 1.94746
C 0.12660 3.26963 2.15861
O -0.72153 6.84206 5.22058
C 0.20965 6.51374 6.17781
C -0.39361 7.17735 7.38848
H -1.49124 2.86060 6.83049
H -1.41582 4.40559 7.58455
H -2.94586 3.38077 7.58324
H -3.17369 3.63956 5.06715
H -2.93771 5.29980 5.61447
H -0.42047 5.22389 1.32030
H 1.35159 4.91872 1.48876
H -0.39073 3.08520 3.10013
H -0.38811 2.86264 1.28826
H 1.12742 2.83825 2.13942
H 0.20491 5.46027 6.45758
H 1.15523 6.93310 5.83412
H -1.26188 6.59760 7.70170
H 0.35666 7.14037 8.17831
H -0.68100 8.22238 7.27261
C 3.25560 -2.99464 -2.31122
C 3.54656 -1.51387 -2.40086
O 4.05114 -1.22067 -1.16386
P 4.92760 0.09154 -0.87845
O 6.33503 -0.09166 -1.30578
O 4.07881 1.32944 -1.52853
C 4.65017 2.45052 -2.09239
C 4.63148 2.24828 -3.54652
O 4.69761 0.30044 0.74870
C 5.52957 1.30466 1.30405
C 4.73977 2.56194 1.40317
H 2.87520 -3.35282 -3.26784
H 4.18026 -3.55647 -2.17908
H 2.49797 -3.15205 -1.54356
H 4.36200 -1.39976 -3.11510
H 2.71174 -0.84258 -2.60221
H 4.11535 3.37693 -1.88302
H 5.68133 2.52922 -1.74799
H 5.30870 1.44782 -3.84443
H 3.64231 2.17422 -3.99834
H 5.16826 3.10398 -3.95611
H 5.93794 1.03974 2.27933
H 6.46582 1.36806 0.74952
H 4.23795 2.81762 0.46996
H 3.93520 2.38898 2.11792
H 5.36203 3.39319 1.73471
C 3.19392 -3.02174 1.56027
C 2.48917 -3.48396 2.83889
O 1.16499 -3.85396 2.51505
P 0.86001 -5.12714 1.55277
O 1.61937 -5.34859 0.27981
O 0.99538 -6.33496 2.60563
C 0.59904 -7.58013 2.14334
C 1.56822 -8.48715 2.79220
O -0.74225 -5.08126 1.34878
C -1.31196 -4.03464 0.50470
C -1.98940 -3.16292 1.55389
H 3.83479 -3.68538 0.97978
H 2.47967 -2.65608 0.82256
H 3.94644 -2.26951 1.79688
H 3.06145 -4.26856 3.33385
H 2.24728 -2.58936 3.41276
H -0.44397 -7.66521 2.44828
H 0.62758 -7.75047 1.06711
H 1.32966 -9.53262 2.59680
H 2.61124 -8.32120 2.52261
H 1.62647 -8.38148 3.87551
H -0.56462 -3.53632 -0.11276
H -2.05815 -4.38702 -0.20743
H -2.55238 -2.37638 1.05137
H -2.80162 -3.68898 2.05555
H -1.28751 -2.71851 2.25954
C -3.91550 3.84037 2.01478
O -3.82379 2.84354 0.98933
C -3.09753 3.11911 -0.10364
O -2.34589 4.07371 -0.13735
O -3.35117 2.23138 -1.01694
C -2.63707 2.25741 -2.23389
H -4.69080 3.50497 2.70364
H -4.28444 4.76980 1.58101
H -3.03873 3.98980 2.64489
H -2.23888 3.19440 -2.62323
H -3.29215 1.86647 -3.01244
H -1.77601 1.59088 -2.28294
C 0.29607 -5.35897 -2.31471
O -0.08652 -4.65061 -3.43641
C -1.17705 -5.04991 -4.06061
O -2.00096 -5.89413 -3.71690
O -1.30357 -4.30313 -5.16847
C -2.45274 -4.40622 -6.00777
H 0.78850 -4.68525 -1.61349
H 0.95404 -6.18862 -2.57329
H -0.53973 -5.69912 -1.70329
H -3.29916 -3.81423 -5.65962
H -2.78694 -5.44214 -6.06505
H -2.18078 -4.13001 -7.02652
C 1.53426 5.62716 -5.71844
O 1.95428 4.83488 -4.52459
C 1.04682 3.94285 -4.00077
O -0.09757 3.79192 -4.36251
O 1.64467 3.30832 -2.98192
C 0.91366 2.54850 -2.00087
H 2.35628 6.30617 -5.94499
H 0.70274 6.30887 -5.53971
H 1.22585 5.06447 -6.59957
H 1.41421 2.55679 -1.03262
H 0.99460 1.48183 -2.21002
H -0.05509 3.00122 -1.78952
C -4.55629 -1.33570 -7.29108
O -3.55360 -0.78682 -6.38196
C -2.38659 -0.31831 -6.86260
O -2.12257 -0.23813 -8.02965
O -1.61801 -0.02375 -5.84449
C -0.45552 0.67887 -6.00168
H -4.37979 -2.36451 -7.60497
H -4.75819 -0.64101 -8.10638
H -5.53153 -1.34979 -6.80445
H -0.59160 1.75438 -6.11507
H 0.03874 0.36864 -6.92231
H 0.26757 0.47801 -5.21118
C -5.15231 -4.72970 -2.60846
O -5.22444 -3.74343 -1.58947
C -4.80364 -2.49440 -1.70979
O -4.24381 -2.03922 -2.65540
O -5.23332 -1.82619 -0.61937
C -4.82353 -0.45392 -0.39436
H -5.32825 -4.40891 -3.63523
H -5.92630 -5.47281 -2.41655
H -4.20716 -5.27242 -2.59221
H -5.08408 -0.14691 0.61853
H -5.33803 0.21017 -1.08889
H -3.74875 -0.34325 -0.53827
C -0.15174 -1.94797 5.97446
O -0.04222 -0.56988 6.05354
C 0.87555 0.08318 5.24824
O 1.65324 -0.41215 4.44721
O 0.90484 1.35944 5.53972
C 1.87104 2.30574 5.17688
H -0.13719 -2.24860 4.92683
H -0.96398 -2.35325 6.57788
H 0.80328 -2.38695 6.26314
H 1.41375 3.29083 5.26947
H 2.27884 2.22316 4.16943
H 2.66227 2.19668 5.91860
C 1.17035 -0.29906 1.06385
O 0.98031 -1.02739 -0.15261
C -0.15599 -0.87876 -0.87428
O -1.14815 -0.23768 -0.48001
O -0.07481 -1.56815 -2.02153
C -1.15662 -1.72263 -2.88094
H 0.24561 -0.34759 1.63881
H 1.36523 0.75196 0.85058
H 1.96786 -0.69472 1.69276
H -0.71880 -1.81929 -3.87444
H -1.85210 -0.88801 -2.79253
H -1.63231 -2.69554 -2.75730
*
```



Record 4
Density functional theory data (ωB97M-V/def2-TZVPD) for C18H15BrINS5SbTc as an isolated structure.

Summary:
ΔE to the lowest compared entry with this formula, charge and spin = 0.0 kJ/mol
LUMO energy (spin up / spin down) = -15.4280 / -15.4293 eV
Kohn-Sham gap (spin up / spin down) = 0.142 / 0.142 hartree

Structure (ORCA input):
```
! RIJCOSX wB97M-V def2-TZVPD def2/J DEFGRID3
* xyz 4 1
Tc 0.90176 0.90758 1.60819
S 6.87906 3.42397 4.76513
Sb 6.08902 4.87270 3.41596
S 2.73076 1.81704 1.63504
S -0.23623 1.68391 3.07367
S 5.30535 6.33238 2.07371
N 0.03109 1.10764 -0.06274
S 0.12643 -0.00421 -1.38880
C -1.57966 -0.04655 -1.89495
C -1.83277 -0.28486 -3.24435
C -3.15233 -0.44914 -3.63817
C -4.17948 -0.36485 -2.70733
C -3.90147 -0.13656 -1.36353
C -2.59168 0.00984 -0.93865
C 0.97969 0.80987 -2.66816
C 0.45731 1.95002 -3.29103
C 1.18513 2.52136 -4.31439
C 2.39868 1.95431 -4.71070
C 2.90119 0.81815 -4.08745
C 2.19565 0.23518 -3.04773
H -0.46429 1.96858 -0.30795
H -1.03640 -0.35222 -3.97245
H -3.37383 -0.63845 -4.67985
H -5.20565 -0.48073 -3.02994
H -4.70840 -0.07639 -0.64623
H -2.37674 0.16609 0.10987
H -0.50542 2.35821 -3.00769
H 0.80391 3.39611 -4.82349
H 2.95075 2.40202 -5.52699
H 3.83025 0.37814 -4.42276
H 2.56015 -0.66623 -2.57039
Br 2.18209 -4.31688 3.80383
C 0.54152 -3.53391 4.24385
C -0.27322 -4.10114 5.21814
C -1.50316 -3.53452 5.51810
C -1.94696 -2.39780 4.84840
C -1.15746 -1.81023 3.87022
C 0.07332 -2.38758 3.61289
I 1.39364 -1.63408 2.13552
H 0.06918 -4.99333 5.72713
H -2.12946 -3.99085 6.27352
H -2.91379 -1.97051 5.07764
H -1.51753 -0.94209 3.33487
*
```



Here are the calculated largest force on an atom numbers, same order: 0.38; 1.06; 6.10; 0.64 (eV Å⁻¹).